201
Properties=species:S:1:pos:R:3:forces:R:3 method="wB97M-V/def2-TZVPD" charge=+7 orbital_gap_ev=7.6655 spin_multiplicity=1 homo_ha=-0.745 lumo_ev=-12.6 largest_force_ev_per_a=3.57
P -0.526 -0.503 -1.353 -2.8729 -1.9562 -0.8352
F 0.378 -1.571 -0.543 0.5156 0.3818 -0.0953
F -1.838 -1.474 -1.167 0.1280 0.2754 0.7047
F -0.877 0.228 0.026 0.2941 0.6239 -0.2024
F -1.484 0.483 -2.241 0.2898 0.3662 0.3543
F 0.691 0.486 -1.683 0.6286 -0.2993 0.2764
F -0.286 -1.418 -2.702 1.1181 0.8403 -0.3234
C 2.559 2.141 -8.529 1.1799 -0.1932 0.5827
C 1.536 3.014 -7.850 -0.3921 -0.0856 -0.1426
N 0.763 2.269 -6.818 0.1647 -0.4935 0.3246
C 1.311 1.520 -5.786 0.7068 0.4745 -0.3999
C 0.304 1.007 -5.065 -1.6756 0.0298 -0.0152
N -0.871 1.457 -5.665 0.2991 -1.2340 0.5300
C -0.557 2.163 -6.720 0.2873 1.1447 -1.0250
C -2.210 1.001 -5.324 -0.7086 0.1072 0.0258
H 3.401 2.001 -7.839 -0.1145 -0.2660 -0.0608
H 3.035 2.638 -9.373 -0.3858 0.1340 -0.1655
H 2.208 1.159 -8.835 -0.2573 0.0900 -0.1090
H 0.819 3.392 -8.577 -0.1047 0.1363 0.1760
H 2.019 3.836 -7.327 -0.0905 0.1774 -0.1749
H 2.377 1.436 -5.691 0.0015 -0.0902 -0.0061
H 0.124 0.337 -4.245 0.7530 -0.0813 0.2812
H -1.235 2.633 -7.416 -0.1335 -0.1114 0.0537
H -2.739 1.780 -4.778 -0.0788 0.0891 -0.1950
H -2.228 0.125 -4.681 0.6025 -0.0273 0.0093
H -2.727 0.730 -6.241 -0.1486 0.1985 0.0110
C -8.456 -7.008 -3.629 -0.2456 -0.2301 -0.1398
O -8.597 -5.589 -3.542 0.0545 0.1277 0.0709
C -9.780 -5.226 -2.864 0.0959 -0.6202 0.9733
C -9.955 -3.761 -3.087 -0.5498 0.1577 -0.5952
N -8.665 -3.069 -2.785 0.3132 0.3549 -0.1220
H -8.468 -3.037 -1.782 -0.1656 -0.3171 -0.0111
H -7.912 -3.619 -3.226 -0.1383 -0.0340 0.0888
C -8.639 -1.669 -3.301 -0.3187 -0.2196 -0.1824
C -7.325 -0.972 -3.019 -0.1329 0.6472 -0.8152
O -6.268 -1.752 -3.550 -0.1233 -0.6309 1.2258
C -4.982 -1.265 -3.213 -0.3213 1.5894 -0.6586
H -9.139 -7.381 -4.393 -0.0420 -0.1481 0.1197
H -8.676 -7.465 -2.662 -0.0112 -0.0715 -0.0438
H -7.444 -7.268 -3.923 0.1037 0.2580 -0.0081
H -9.683 -5.441 -1.783 0.0969 0.0158 -0.1390
H -10.663 -5.795 -3.171 0.0479 0.1793 -0.3536
H -10.769 -3.301 -2.533 0.1132 -0.0916 0.3119
H -10.182 -3.595 -4.142 0.2807 0.1452 -0.0307
H -9.502 -1.174 -2.859 0.1987 0.2920 0.1088
H -8.853 -1.750 -4.365 0.2638 0.0862 -0.0884
H -7.218 -0.686 -1.965 0.2130 -0.4422 0.0623
H -7.349 -0.028 -3.584 -0.1390 0.0538 0.1996
H -4.276 -1.846 -3.795 0.1739 -0.0335 0.1754
H -4.698 -1.147 -2.160 -0.4128 -0.9505 0.1762
H -4.962 -0.204 -3.528 0.3372 -0.2099 -0.3875
C 4.057 6.427 -1.312 0.6278 0.2262 -0.3983
O 2.806 5.764 -1.416 -0.4233 0.1954 -0.1095
C 1.712 6.645 -1.671 0.6055 -0.3838 0.3561
C 0.560 5.769 -2.078 -0.4292 0.6064 -0.2382
N 0.062 4.846 -0.994 0.9389 -1.3759 -0.8306
H 0.944 4.545 -0.511 -0.5288 0.0036 0.1433
H -0.581 5.265 -0.328 0.1491 0.3862 -0.1310
C -0.682 3.600 -1.592 0.1218 1.4834 0.4602
C -1.671 4.100 -2.630 -0.2761 -0.8758 0.0987
O -1.021 4.284 -3.856 0.4001 0.0700 -0.1544
C -1.874 4.847 -4.841 -0.4005 -0.0394 -0.2020
H 4.844 5.717 -1.060 -0.2733 -0.2319 0.0604
H 4.070 7.200 -0.546 -0.2115 0.1663 0.0765
H 4.348 6.858 -2.275 -0.1504 0.1505 0.1116
H 1.916 7.347 -2.489 0.0609 -0.1457 -0.0007
H 1.505 7.259 -0.783 -0.0942 0.0025 0.0203
H 0.858 5.120 -2.892 0.1380 -0.0147 -0.0163
H -0.269 6.374 -2.439 -0.0625 -0.0133 0.0794
H -1.183 3.165 -0.730 -0.0738 -0.2998 -0.1777
H 0.039 2.914 -2.023 0.1720 0.0477 0.0861
H -2.166 5.009 -2.257 -0.1049 -0.0123 -0.1993
H -2.427 3.312 -2.762 -0.1573 0.1930 0.2528
H -1.371 4.856 -5.804 0.2881 0.0020 0.1235
H -2.148 5.875 -4.596 -0.1086 -0.0375 0.0466
H -2.776 4.233 -4.952 -0.0908 0.1714 0.0805
C 5.784 -1.230 8.220 0.5424 0.0491 -0.1320
O 4.478 -1.340 7.624 0.0121 0.1272 0.3015
C 3.976 -0.120 7.178 -0.6736 0.4932 0.4025
C 4.576 0.272 5.827 -0.6997 0.4216 -0.2365
N 4.658 -0.928 4.938 1.1675 -0.2455 -1.2950
H 4.902 -0.663 3.971 -0.1638 0.4382 0.2497
H 5.487 -1.486 5.182 -0.5111 -0.2525 0.5626
C 3.422 -1.754 4.785 -0.0887 0.3888 0.1731
C 2.396 -1.034 3.896 0.7364 -0.9069 0.2122
O 3.036 -0.827 2.652 -0.3494 0.4836 -0.2717
C 2.113 -0.809 1.538 0.5885 -0.3431 0.1193
H 5.862 -0.365 8.880 -0.1790 -0.0136 0.0014
H 6.559 -1.144 7.446 -0.0784 0.0574 0.0415
H 6.006 -2.126 8.790 -0.2893 -0.1074 -0.0242
H 4.026 0.699 7.912 0.9417 -0.0415 -0.1331
H 2.875 -0.168 7.147 0.1657 -0.6073 -0.5993
H 5.560 0.731 5.874 0.1293 -0.2066 0.1554
H 3.924 0.970 5.297 0.0373 0.1093 0.2032
H 3.109 -1.957 5.805 -0.3826 -0.2749 -0.1646
H 3.694 -2.669 4.264 0.1685 -0.0834 0.1975
H 2.038 -0.097 4.337 -0.1961 -0.0837 -0.0801
H 1.603 -1.782 3.784 -0.3551 0.3860 0.0561
H 1.407 0.026 1.569 -0.0658 -0.1624 0.2560
H 1.615 -1.777 1.496 -0.3637 0.1604 0.0987
H 2.684 -0.728 0.614 0.2429 0.1374 0.1791
C 1.907 -1.954 -6.990 -0.4335 -0.2385 -0.8571
O 2.917 -1.373 -6.192 0.3988 0.0552 0.6528
C 3.782 -2.382 -5.697 -0.3745 -0.5970 -0.5843
C 4.891 -1.796 -4.874 0.7410 -0.1151 0.3135
N 4.437 -0.735 -3.908 0.7951 0.5318 -0.6262
H 5.203 -0.531 -3.251 -0.0780 -0.5712 0.0864
H 4.390 0.160 -4.403 -0.6152 -0.2715 -0.1742
C 3.213 -0.997 -3.101 -0.0368 1.9401 0.8482
C 3.394 -2.106 -2.123 -0.7730 -1.6898 -0.0308
O 4.513 -1.872 -1.314 -0.2292 0.1628 0.0466
C 4.685 -2.862 -0.294 1.2365 0.0942 -0.3063
H 1.217 -1.188 -7.341 0.0837 0.1809 0.2876
H 1.343 -2.723 -6.451 0.0682 0.0774 0.1077
H 2.315 -2.411 -7.899 0.1679 -0.0509 0.1806
H 4.248 -2.911 -6.539 0.0833 0.0406 0.0966
H 3.214 -3.163 -5.169 -0.0617 0.2870 0.2009
H 5.669 -1.393 -5.522 -0.1502 0.4371 0.1214
H 5.411 -2.519 -4.245 -0.2706 -0.3924 -0.2384
H 2.300 -0.990 -3.686 0.2216 -0.6780 -0.4123
H 3.138 -0.058 -2.535 -0.1583 -0.1913 0.2164
H 3.443 -3.090 -2.628 0.4937 0.1994 -0.1270
H 2.466 -2.240 -1.547 0.0663 0.5769 0.1117
H 3.913 -2.822 0.474 -0.2280 -0.0864 -0.1937
H 5.654 -2.646 0.161 -0.1925 0.1786 0.1101
H 4.833 -3.854 -0.731 -0.5265 -0.0257 0.0111
C 0.126 -4.172 -3.904 0.2676 -0.1445 -0.1375
O -0.971 -5.047 -3.655 0.8432 0.3832 0.1018
C -1.912 -4.509 -2.761 -1.3742 -0.9839 -0.0295
C -1.454 -4.558 -1.316 1.3713 -0.4024 0.9015
N -0.740 -5.886 -1.103 0.0844 -0.6441 -1.3225
H -1.338 -6.679 -1.372 -0.2768 0.3159 0.2154
H -0.049 -5.909 -1.866 -0.0518 -0.1385 0.1240
C -0.034 -6.227 0.158 1.5849 0.3452 0.2886
C -0.790 -6.218 1.453 -0.3835 -0.2786 0.0114
O -1.103 -4.926 1.902 -0.2818 0.4738 -0.4570
C -2.045 -5.022 2.957 -0.0052 -0.1705 0.7928
H 0.579 -3.839 -2.962 -0.0318 0.2158 -0.1251
H -0.171 -3.311 -4.509 -0.1719 0.0785 0.2400
H 0.889 -4.706 -4.471 -0.2113 -0.2805 0.0337
H -2.756 -5.202 -2.868 -0.1487 0.3115 -0.0167
H -2.247 -3.507 -3.029 0.1498 0.0991 0.0822
H -2.162 -4.544 -0.496 -0.5627 0.5695 -0.4066
H -0.689 -3.801 -1.140 -0.1308 0.0319 0.2791
H 0.857 -5.591 0.206 -0.3740 0.4096 0.1378
H 0.443 -7.202 0.029 -0.5432 -0.2114 -0.1701
H -0.149 -6.710 2.193 -0.0741 -0.2293 -0.0609
H -1.717 -6.802 1.356 0.1400 -0.1433 0.0125
H -1.600 -5.587 3.786 -0.1874 -0.0730 -0.0557
H -2.979 -5.510 2.657 0.1544 -0.0536 -0.1415
H -2.303 -4.042 3.349 0.1882 0.1742 -0.3350
C -2.575 -1.201 4.565 0.8946 -0.4577 -0.4390
O -2.489 -1.159 5.980 -0.4194 -0.1696 -0.3691
C -2.196 0.101 6.481 0.6454 0.8543 -0.0597
C -2.130 0.042 7.976 -0.9877 0.1564 0.9612
N -0.925 -0.648 8.535 0.9775 0.7363 -0.1703
H -0.198 0.074 8.580 -0.0081 -0.1427 0.1033
H -1.030 -0.937 9.521 -0.2882 -0.2442 -0.2369
C -0.342 -1.789 7.769 -0.6234 -0.9994 -0.2101
C 0.853 -2.298 8.513 0.7871 0.1685 0.9390
O 0.377 -2.724 9.755 -0.1426 -0.3229 0.1173
C 0.871 -4.003 10.197 -0.1541 0.1323 0.5404
H -3.587 -1.210 4.168 -0.1465 0.2517 0.2800
H -2.074 -2.113 4.231 -0.2432 -0.1271 0.1740
H -1.971 -0.410 4.100 -0.3209 0.2602 0.1211
H -2.917 0.890 6.233 -0.2638 -0.2945 -0.0858
H -1.239 0.461 6.054 0.0006 -0.0207 0.1190
H -3.044 -0.411 8.362 0.2072 -0.4482 -0.0627
H -2.138 1.027 8.445 0.1212 0.1323 -0.3159
H -0.154 -1.546 6.727 -0.0007 0.4823 0.1229
H -1.117 -2.555 7.782 0.0872 -0.0772 -0.1299
H 1.589 -1.499 8.722 -0.0279 0.0724 -0.3718
H 1.410 -3.084 7.999 -0.3158 -0.0532 -0.3090
H 0.404 -4.168 11.164 0.0276 -0.0762 -0.0191
H 1.952 -3.980 10.341 0.0057 0.0344 -0.1359
H 0.575 -4.808 9.522 0.0284 0.1057 -0.1294
C 2.172 10.233 2.305 0.2116 -0.7615 -0.3528
O 2.048 8.797 2.552 -0.1172 -0.0860 0.0513
C 1.318 8.561 3.727 -0.3394 -0.1104 -0.4108
C 1.293 7.048 4.020 0.2821 1.1671 -0.3995
N 1.220 6.210 2.754 -0.3921 0.3020 -0.6157
H 0.269 6.305 2.387 0.0537 0.0048 0.0506
H 1.823 6.602 2.007 0.1431 0.0212 0.5563
C 1.518 4.791 3.083 0.7188 -0.6445 -0.6658
C 1.548 3.741 1.950 -0.6238 0.7494 -1.1805
O 2.268 4.155 0.783 0.2640 -0.1220 0.9282
C 3.424 3.323 0.529 -0.7374 0.0252 -0.3798
H 3.067 10.343 1.704 0.0514 0.1514 -0.0257
H 2.293 10.750 3.251 -0.0542 0.1925 -0.0017
H 1.304 10.569 1.741 -0.0677 0.1800 0.1934
H 0.282 8.922 3.654 0.0994 0.1107 -0.1365
H 1.790 9.090 4.558 -0.1201 -0.2281 0.2849
H 0.372 6.855 4.560 0.2841 -0.4064 0.4500
H 2.217 6.783 4.522 -0.1675 -0.3613 0.1700
H 0.764 4.497 3.809 0.2708 -0.1384 0.2984
H 2.531 4.814 3.482 -0.1649 0.0010 0.4742
H 0.553 3.524 1.539 -0.2044 -0.1332 0.6587
H 1.980 2.815 2.327 -0.1690 0.0031 0.3109
H 4.071 3.297 1.403 0.2459 0.1889 -0.1416
H 3.877 3.734 -0.366 0.3192 0.0759 0.2156
H 3.086 2.306 0.296 0.0186 0.0205 0.1024